C54H55F3Ge2IrNOS5 | ωB97M-V/def2-TZVPD

Each line ends with the Löwdin spin population.
Geometry (Å):
S1 2.148 -2.253 -0.221  0.408
C1 2.774 -3.601 5.084  0.000
H1 2.437 -0.275 3.516  0.001
H2 -4.360 -2.536 -0.084  0.000
H3 -2.747 6.477 -0.997  0.000
F1 8.069 -1.333 1.997  0.004
C2 -2.457 -5.621 -0.516  0.000
C3 6.210 -0.235 2.951  0.011
C4 2.651 3.891 -3.590  0.001
H4 -2.434 -4.017 2.814  0.000
C5 3.373 2.876 -5.780  0.000
H5 2.327 0.330 -2.782  0.001
C6 -1.302 5.131 -1.832  0.000
H6 -5.001 -0.895 -0.235  0.000
C7 -2.045 2.775 1.657  0.001
C8 -3.035 0.536 5.199  0.000
C9 -2.114 -3.352 -1.276  0.002
H7 -2.225 0.557 5.927  0.000
C10 0.167 3.480 2.703  0.003
H8 -3.543 -4.696 -2.119  0.000
H9 6.440 -0.177 5.069  0.000
C11 -3.567 1.380 2.891  0.000
C12 -1.493 -5.435 0.460  0.000
H10 3.752 0.917 -2.746  0.002
C13 -3.271 2.096 1.744  0.000
H11 -5.049 1.408 0.762  0.000
C14 -3.708 -0.437 -3.979  0.000
C15 -2.586 -2.287 -2.209  0.001
H12 3.649 4.307 -3.487  0.000
H13 -1.358 1.381 -4.409  0.000
H14 -2.016 -2.898 4.123  0.000
H15 1.494 6.008 -1.546  0.000
H16 -2.119 -2.329 2.462  0.000
C16 5.735 -0.203 4.250  0.003
H17 -3.358 -1.156 0.360  0.000
C17 -1.747 3.560 0.423  0.002
H18 -3.765 1.919 -0.349  0.000
C18 0.071 2.895 -3.875  0.000
H19 3.732 3.818 -6.198  0.000
C19 -1.151 2.746 2.727  0.000
H20 -1.984 2.566 -3.268  0.000
C20 -1.808 -3.165 3.087  0.000
C21 -4.255 2.135 0.604  0.000
C22 -2.211 5.544 -0.873  0.001
H21 -3.245 -0.506 4.951  0.000
F2 8.079 0.827 1.967  0.005
H22 0.773 2.080 -5.726  0.000
C23 -4.139 -0.511 -2.660  0.000
O1 3.243 0.127 -2.532  0.085
H23 1.279 -5.200 -0.414  0.002
S2 2.298 1.969 0.082  0.274
H24 -1.117 5.739 -2.710  0.000
C24 1.971 -5.254 0.423  0.007
Ge1 0.187 1.459 -0.336  0.057
C25 1.046 2.649 -4.843  0.001
C26 -3.598 -1.428 -1.768  0.000
C27 5.288 -0.263 1.894  0.042
Ge2 0.032 -1.557 -0.294  0.071
F3 8.399 -0.228 3.823  0.001
C28 4.367 -0.205 4.491  0.011
H25 -0.784 1.983 4.692  0.000
Ir1 3.210 -0.209 -0.050  2.479
H26 -5.047 1.185 -4.445  0.000
C29 -2.118 -2.214 -3.523  0.000
C30 -0.822 -4.222 0.579  0.002
C31 -2.692 -1.289 -4.388  0.000
C32 -1.339 2.435 -4.135  0.000
H27 -0.587 -3.721 -3.236  0.000
N1 3.973 -0.284 2.159  0.129
H28 3.769 -3.985 4.865  0.000
H29 -3.114 5.089 1.017  0.000
C33 1.431 -4.570 1.653  0.010
C34 2.273 -4.404 2.750  0.004
H30 2.909 -4.791 0.117  0.002
C35 -1.109 -3.176 -0.319  0.014
H31 -3.585 1.146 -5.437  0.000
C36 -2.773 -4.578 -1.365  0.001
H32 -4.718 3.120 0.515  0.000
H33 -2.330 -1.234 -5.412  0.000
C37 0.419 3.613 -2.731  0.001
C38 -1.002 -3.097 -4.025  0.000
C39 7.689 -0.241 2.678  0.004
H34 3.295 -4.766 2.683  0.000
C40 2.052 5.073 -1.462  0.005
H35 2.390 -4.128 5.960  0.000
H36 2.172 -6.308 0.632  0.001
C41 1.711 4.156 -2.606  0.003
H37 4.242 2.349 -5.379  0.000
S3 -0.044 -0.069 -1.999  0.022
H38 -4.876 -0.012 -5.730  0.000
H39 -0.193 -2.487 -4.433  0.000
H40 -3.928 0.946 5.674  0.000
C42 0.530 -3.339 3.978  0.002
C43 -0.835 3.134 -0.552  0.013
C44 1.850 -3.775 3.908  0.000
H41 -1.255 -6.229 1.158  0.000
C45 -2.681 1.322 3.965  0.000
S4 -0.460 -0.004 1.260  0.014
H42 2.963 2.277 -6.591  0.000
C46 3.516 -0.253 3.405  0.014
S5 5.634 -0.253 0.187  0.262
H43 -2.973 -6.570 -0.600  0.000
C47 -0.347 -3.502 2.916  0.001
H44 0.999 2.779 2.597  0.002
H45 0.164 -2.896 4.900  0.000
H46 0.310 4.024 3.638  0.000
H47 0.227 4.191 1.881  0.000
C48 -0.598 3.941 -1.683  0.002
H48 1.797 4.627 -0.501  0.005
C49 2.338 3.130 -4.715  0.001
H49 -1.356 -3.752 -4.823  0.000
C50 -2.422 4.766 0.249  0.000
H50 2.870 -2.547 5.351  0.000
H51 -4.509 0.843 2.950  0.000
H52 -1.762 3.009 -4.964  0.000
C51 -4.339 0.527 -4.948  0.000
C52 -4.110 -1.509 -0.354  0.000
H53 3.973 -0.171 5.497  0.001
C53 0.127 -4.076 1.724  0.008
H54 -4.934 0.148 -2.323  0.000
H55 3.116 5.305 -1.459  0.000
C54 -1.487 2.012 3.866  0.000

Summary:
HOMO energy (spin up / spin down): -7.78 / -7.99 eV
HOMO-LUMO gap (spin up / spin down): 8.2298 / 6.3983 eV
energy relative to the best compared isomer or geometry (same formula, charge and spin): 0.0 kcal per mole
charge: 0
2S+1: 5

=====

C56H67BrF3N5OSTi | ωB97M-V/def2-TZVPD

Each line ends with the Löwdin charge.
Geometry (Å):
H1 -5.790 -2.980 -1.907  0.103
N1 -1.325 -1.138 2.719  0.021
H2 -5.602 -4.573 -1.166  0.098
H3 0.484 4.509 -1.989  0.105
C1 1.729 4.118 1.081  0.010
O1 0.437 0.803 0.503  -0.279
C2 -1.642 -0.988 5.098  -0.163
C3 3.210 -0.265 -2.528  -0.158
C4 2.522 0.875 -2.941  -0.149
C5 0.722 4.051 -1.042  -0.028
C6 -2.832 0.065 -2.258  -0.296
H4 -5.624 0.613 -1.491  0.062
H5 3.480 0.137 2.648  0.083
H6 0.093 -4.787 3.410  0.104
C7 -3.556 -1.108 -2.067  0.050
C8 -1.151 1.441 -2.314  -0.230
N2 1.133 -0.309 -1.581  0.065
H7 -4.598 -5.567 0.543  0.098
H8 -4.511 -1.209 -2.563  0.107
C9 4.462 -1.885 -3.973  -0.102
C10 -1.128 -0.900 6.492  -0.603
C11 1.697 2.732 1.183  -0.063
C12 1.009 6.333 0.019  -0.551
H9 1.820 0.026 2.092  0.012
C13 -5.592 1.581 -1.982  -0.096
H10 5.130 -1.087 -2.093  0.099
C14 -2.466 4.573 -2.409  -0.091
H11 2.232 2.433 -4.375  0.100
H12 -4.072 -3.651 -3.641  0.071
C15 0.154 -3.164 1.295  -0.253
C16 2.097 2.271 3.620  -0.040
H13 -5.536 -4.655 -3.694  0.062
C17 2.086 7.029 0.855  -0.067
H14 3.111 0.360 0.931  0.085
H15 -1.155 6.168 0.054  0.075
H16 1.810 -5.088 3.564  0.092
H17 1.944 6.485 -1.932  0.086
C18 0.256 1.918 -2.224  -0.127
C19 -4.666 -4.380 -3.095  -0.092
H18 -4.593 -1.207 3.479  0.086
H19 2.240 4.660 1.861  0.097
C20 -5.085 -3.800 -1.742  -0.192
H20 1.175 7.977 -1.374  0.073
C21 -3.303 1.245 -2.885  -0.154
C22 0.580 2.682 -0.944  -0.083
C23 0.882 2.007 0.273  -0.254
C24 3.771 -4.055 1.209  -0.193
H21 5.119 0.090 -3.406  0.095
C25 1.084 6.893 -1.407  -0.060
H22 5.270 -4.948 2.489  0.064
H23 1.996 3.333 3.831  0.071
C26 2.739 -1.958 -0.747  0.047
C27 2.359 -3.548 1.166  -0.116
H24 -1.878 4.371 -1.518  0.055
C28 3.688 3.083 -2.923  -0.084
H25 5.455 -2.195 -4.304  0.057
H26 -2.909 -7.393 0.226  0.064
C29 -3.531 -5.339 0.608  -0.188
C30 4.023 2.650 2.054  -0.055
C31 -3.531 -1.158 3.654  -0.081
C32 2.346 -0.948 -1.629  -0.242
H27 -5.117 0.700 -3.886  0.101
F1 -0.779 -2.107 7.022  0.084
C33 4.561 -0.738 -2.959  -0.210
F2 -2.084 -0.443 7.358  0.069
H28 -4.056 -5.268 -2.946  0.057
C34 1.158 4.822 0.030  -0.178
H29 -0.036 -6.317 1.454  0.047
H30 3.666 -5.641 2.686  0.051
H31 -1.664 -6.169 -0.082  0.060
C35 -4.730 1.501 -3.246  -0.199
H32 0.577 -7.172 2.865  0.064
H33 4.048 3.711 2.279  0.063
C36 -2.726 -6.391 -0.160  -0.084
N3 0.616 -2.239 0.396  0.055
H34 2.984 3.431 -2.170  0.056
H35 -2.987 -6.372 -1.216  0.057
C37 1.235 -3.936 1.847  -0.153
Br1 -2.381 1.293 0.784  0.264
F3 -0.084 -0.094 6.715  0.093
Ti1 -0.555 -0.501 -0.174  1.048
H36 0.185 6.649 -1.963  0.066
C38 -2.222 2.125 -2.913  -0.145
C39 -3.894 -3.328 -0.973  -0.136
H37 -4.809 2.438 -3.803  0.095
H38 1.127 1.796 3.736  0.079
C40 -0.368 6.674 0.608  -0.038
H39 1.954 6.821 1.913  0.074
C41 0.798 -6.379 2.149  -0.087
H40 3.932 -4.759 0.379  0.116
H41 3.761 -2.300 -0.822  0.099
H42 1.684 -6.665 1.584  0.066
H43 -2.225 5.568 -2.789  0.061
H44 3.789 1.608 -4.493  0.096
N4 -2.041 -2.071 -0.407  0.027
C42 -2.116 -3.188 0.389  -0.251
H45 -3.515 4.551 -2.128  0.069
C43 -2.168 3.512 -3.470  -0.192
C44 3.045 1.994 -3.788  -0.198
H46 -5.156 2.281 -1.276  0.067
C45 -1.165 -3.568 1.340  0.002
C46 -3.148 -2.130 -1.214  -0.249
H47 -6.614 1.886 -2.213  0.059
C47 2.761 0.552 1.944  -0.078
H48 -1.451 -4.341 2.037  0.106
H49 4.022 -4.036 3.344  0.082
C48 1.944 -2.499 0.258  -0.246
H50 2.780 1.828 4.343  0.081
C49 4.203 -4.714 2.515  -0.105
H51 -3.034 -1.260 1.595  0.045
C50 -3.012 -1.020 4.927  -0.042
H52 4.434 -3.204 1.033  0.103
H53 4.699 2.140 2.737  0.076
H54 -2.883 3.622 -4.292  0.098
N5 -1.509 0.211 -1.892  -0.030
C51 -2.638 -1.180 2.596  -0.279
H55 -0.432 6.351 1.644  0.088
H56 0.420 2.623 -3.048  0.128
H57 4.560 2.684 -2.407  0.070
H58 3.991 3.932 -3.538  0.060
C52 -0.783 -1.120 3.960  -0.729
C53 -3.251 -3.980 0.055  -0.142
H59 -3.673 -0.961 5.781  0.107
H60 2.023 8.109 0.720  0.072
H61 -1.169 3.690 -3.884  0.096
H62 -0.542 7.750 0.563  0.077
H63 3.077 6.699 0.553  0.087
C54 0.996 -5.027 2.844  -0.197
S1 0.874 -1.351 4.139  0.635
C55 2.611 2.051 2.197  -0.523
C56 1.261 0.812 -2.316  -0.189
H64 4.380 2.505 1.036  0.084
H65 3.955 -2.737 -3.527  0.066
H66 3.883 -1.574 -4.840  0.070
H67 -3.248 -5.374 1.662  0.102

Summary:
HOMO energy (spin up / spin down): -0.90 / -0.89 eV
HOMO-LUMO gap (spin up / spin down): 4.9179 / 4.8850 eV
charge: -2
2S+1: 1

=====

C50H46F3HfN3Sb | ωB97M-V/def2-TZVPD

Each line ends with the Löwdin charge.
Geometry (Å):
H1 5.396 -3.678 0.725  0.104
Sb1 -2.336 0.931 0.581  1.511
C1 1.425 0.767 5.474  -0.021
H2 1.280 4.612 -1.220  0.142
H3 -1.081 -2.421 -2.389  0.091
C2 -3.138 2.179 3.251  -0.146
H4 3.123 0.610 -2.427  0.076
F1 -5.438 1.530 5.935  0.081
H5 -2.105 -2.003 1.615  0.103
C3 5.589 0.129 0.556  -0.065
C4 -3.012 -0.962 -0.041  -0.407
C5 -4.184 -2.358 -1.623  -0.006
H6 -2.902 -4.230 0.896  0.128
H7 3.505 0.565 5.057  0.109
C6 -4.995 0.261 4.015  0.013
C7 2.573 3.543 0.704  -0.065
C8 1.612 2.661 -2.066  -0.174
C9 -2.700 -2.089 0.714  -0.144
H8 -0.756 3.717 0.936  0.055
H9 -0.171 1.278 -3.507  0.109
C10 0.267 -5.687 -3.927  -0.078
C11 4.281 0.120 0.093  -0.113
N1 1.191 1.258 -1.885  -0.335
C12 1.054 -4.959 -3.052  -0.032
H10 2.697 4.627 0.597  0.107
H11 0.649 -6.610 -4.341  0.105
C13 1.416 -3.008 -1.536  -0.198
C14 3.481 0.546 2.299  -0.218
C15 -3.664 2.158 -0.532  -0.383
C16 4.913 -3.508 -0.228  -0.088
H12 6.401 -0.073 -0.127  0.111
H13 -3.695 3.212 5.068  0.125
H14 -0.742 0.910 5.518  0.115
H15 -4.467 -0.760 2.222  0.096
C17 0.589 -3.767 -2.489  -0.182
C18 -1.005 -5.245 -4.259  -0.090
C19 -3.736 -1.109 -1.220  -0.118
H16 6.865 0.392 2.261  0.111
H17 -0.923 0.866 3.078  0.042
C20 0.873 -2.133 -0.650  -0.161
C21 4.796 0.567 2.771  -0.026
C22 -4.757 1.379 4.792  -0.273
H18 -5.398 1.023 0.063  0.106
H19 5.020 0.731 3.814  0.102
H20 -2.472 -3.715 -3.945  0.096
H21 3.172 -2.939 -3.615  0.119
C23 5.849 0.374 1.894  -0.059
C24 -3.882 -3.450 -0.834  -0.278
N2 1.190 3.166 0.328  -0.344
H22 2.946 -3.446 0.623  0.119
C25 0.932 3.580 -1.069  -0.180
H23 2.753 3.257 1.740  0.092
H24 -0.148 3.581 -1.217  0.088
H25 4.121 -0.120 -0.950  0.072
C26 -4.130 4.093 -1.911  0.003
C27 0.280 3.912 1.217  -0.087
C28 2.886 -3.171 -1.499  -0.217
C29 -3.236 3.273 -1.239  -0.134
C30 3.537 -3.375 -0.282  -0.034
C31 2.519 0.670 4.638  0.013
H26 5.617 -3.139 -3.513  0.103
C32 -5.031 1.878 -0.492  -0.115
C33 3.659 -3.090 -2.660  -0.053
H27 -3.984 -0.250 -1.829  0.096
C34 5.671 -3.422 -1.386  -0.097
C35 -3.136 -3.343 0.326  0.015
C36 2.089 0.379 -2.666  -0.053
H28 -0.469 0.025 -2.268  0.077
C37 5.037 -3.205 -2.602  -0.084
H29 -2.421 2.941 2.962  0.094
H30 2.032 -5.332 -2.785  0.114
H31 1.929 0.550 -3.736  0.109
H32 -3.808 4.964 -2.462  0.124
H33 0.442 3.595 2.248  0.087
C38 -0.171 1.059 -2.433  -0.084
H34 -2.185 3.536 -1.271  0.062
C39 -3.348 1.064 2.442  -0.398
C40 0.153 0.854 4.915  -0.029
C41 0.410 -1.211 0.091  -0.246
C42 2.352 0.686 3.251  -0.206
F2 -6.347 4.562 -2.493  0.084
C43 0.049 0.841 3.544  -0.126
C44 3.190 0.364 0.931  -0.211
H35 1.874 -0.661 -2.432  0.074
H36 0.475 4.988 1.144  0.105
H37 -7.006 2.479 -1.124  0.128
H38 1.389 2.996 -3.088  0.142
H39 -4.767 -2.493 -2.523  0.125
C45 -3.839 2.350 4.432  0.001
C46 -5.945 2.681 -1.151  0.015
F3 -4.322 -4.659 -1.210  0.082
C47 -0.694 -3.334 -2.827  -0.041
C48 -5.471 3.776 -1.853  -0.272
N3 1.108 0.778 2.720  -0.033
C49 -1.478 -4.065 -3.699  -0.089
H40 -0.886 1.722 -1.949  0.035
H41 6.746 -3.535 -1.346  0.100
H42 1.560 0.760 6.545  0.120
C50 -4.286 0.114 2.834  -0.101
H43 -5.723 -0.470 4.339  0.127
H44 2.696 2.700 -1.948  0.120
H45 3.301 3.023 0.086  0.082
Hf1 1.049 0.697 0.474  1.426
H46 -1.623 -5.815 -4.936  0.101

Summary:
HOMO energy: -8.14 eV
HOMO-LUMO gap: 5.0879 eV
charge: +1
2S+1: 1

=====

C2 | ωB97M-V/def2-TZVPD

Each line ends with the Löwdin charge.
Geometry (Å):
C1 -0.209 -0.849 -0.176  0.000
C2 0.209 0.849 0.176  0.000

Summary:
HOMO energy: -9.80 eV
HOMO-LUMO gap: 6.5818 eV
energy relative to the best compared isomer or geometry (same formula, charge and spin): 52.3 kcal per mole
charge: 0
2S+1: 1